A 2-piece molecular cluster, C3H9NO2 overall in a non-equilibrium geometry. Source: OMol25; level of theory: the ωB97M-V functional and the def2-TZVPD basis.

```
15
Properties=species:S:1:pos:R:3:lowdin_charge:R:1
C 2.6355 0.1519 -0.0137 0.001
C 1.9371 -1.2174 -0.0306 -0.526
O 2.1229 -2.3786 -0.2898 0.096
O 0.6332 -0.8609 0.2151 -0.010
H 3.0765 0.1914 0.9841 0.084
H 1.9762 1.0148 -0.2950 0.091
H 3.3338 0.3264 -0.8748 0.094
H -0.0011 -1.5906 -0.1105 0.150
C -2.0352 0.9912 -0.3557 -0.174
N -2.3588 -0.2203 0.4822 -0.068
H -1.7626 1.8751 0.1966 0.061
H -2.9802 1.3779 -0.7394 0.060
H -1.4347 0.6182 -1.1683 0.054
H -1.8036 0.0072 1.2985 0.044
H -3.3391 -0.2863 0.7012 0.045
```

Properties
Gap between HOMO and LUMO = 10.445 eV
SMILES = CC(=O)O.CN


An isolated molecule of CH3NS in a non-equilibrium geometry. Source: OMol25; level of theory: the ωB97M-V functional and the def2-TZVPD basis.

```
6
Properties=species:S:1:pos:R:3:lowdin_charge:R:1
C -0.9814 -0.2291 -0.0198 -0.211
N -0.0859 0.6843 0.0064 -0.365
S 1.4917 -0.1322 0.0134 0.711
H -1.9713 0.0423 0.1075 0.039
H -0.6337 -1.2847 -0.0313 0.047
H 2.1806 0.9195 -0.0761 -0.220
```

Properties
Gap between HOMO and LUMO = 10.147 eV
SMILES = C=NS


C28H20AsN8O8RbSSe as an isolated structure. Source: OMol25; level of theory: the ωB97M-V functional and the def2-TZVPD basis.

```
68
Properties=species:S:1:pos:R:3:lowdin_charge:R:1
Rb -0.1195 -0.7743 0.0486 0.887
O -4.0219 0.9970 5.0146 -0.051
C -3.3153 1.0793 3.9921 -0.668
O -2.1672 1.5585 3.8714 -0.140
C -3.9799 0.5343 2.6996 -0.174
C -5.2814 -0.0256 2.8210 -0.010
C -5.9022 -0.5248 1.7212 -0.027
C -5.2425 -0.4880 0.4712 -0.168
C -5.8040 -1.0228 -0.7113 -0.058
C -5.1063 -0.9934 -1.8861 -0.089
C -3.8189 -0.4207 -1.9283 -0.060
C -3.2624 0.1240 -0.8047 -0.037
C -3.9539 0.0958 0.4315 -0.199
N -3.3489 0.6026 1.5513 0.135
H -5.7211 -0.0312 3.8076 0.102
H -6.8939 -0.9632 1.7813 0.105
H -6.7891 -1.4757 -0.6602 0.100
H -5.5341 -1.4281 -2.7820 0.093
H -3.2304 -0.4154 -2.8373 0.102
H -2.2633 0.5252 -0.8931 0.037
N 4.4097 -0.3479 0.2159 0.025
C 3.4361 -1.1995 0.5710 -0.194
N 2.6832 -0.6497 1.4926 0.117
C 3.2349 0.5871 1.6473 -0.336
N 4.2874 0.8144 0.8863 0.115
C 2.6503 1.6085 2.5318 -0.220
C 3.2941 2.8164 2.7793 -0.098
N 2.7427 3.7589 3.5365 0.075
C 1.5385 3.4851 4.0322 -0.130
C 0.8932 2.2741 3.8024 -0.115
N 1.4568 1.3342 3.0512 0.162
H 5.0541 -0.4254 -0.5496 0.147
H 3.2879 -2.1753 0.1360 0.100
H 4.2673 3.0193 2.3494 0.104
H 1.0647 4.2571 4.6273 0.102
H -0.0953 2.0570 4.1970 0.078
O 1.7259 -3.7335 0.2579 -0.306
As 0.3550 -4.3161 -0.7601 0.810
O -0.8968 -3.3292 -0.4050 -0.616
O 0.2449 -5.9475 -0.6329 -0.516
C 1.2047 -4.0215 -2.5580 -0.189
C 1.5961 -5.2587 -3.0729 -0.110
C 2.1936 -5.4018 -4.3193 -0.097
C 2.4100 -4.2888 -5.1084 -0.105
C 2.0249 -3.0472 -4.6242 -0.132
C 1.4348 -2.8955 -3.3729 -0.307
S 1.1839 -1.1053 -3.0768 0.897
O 1.9536 -0.7789 -1.8579 -0.576
O -0.3634 -1.1577 -2.7126 -0.578
O -0.6496 0.2888 -2.5355 -0.438
H 1.5043 -3.8671 1.1866 0.037
H 1.4005 -6.1304 -2.4597 0.078
H 2.4802 -6.3892 -4.6626 0.093
H 2.8682 -4.3728 -6.0868 0.092
H 2.1816 -2.1573 -5.2245 0.087
Se -1.5684 3.0655 1.5321 1.242
N -0.4607 2.1560 0.5167 -0.250
C 0.5453 2.9650 0.1949 -0.390
C 1.6482 2.5893 -0.6266 -0.020
C 2.6282 3.5043 -0.8466 -0.090
C 2.5655 4.8193 -0.2916 -0.105
C 1.5151 5.2233 0.4715 -0.049
C 0.4598 4.3007 0.7293 -0.414
N -0.6303 4.5575 1.4502 -0.237
H 1.6739 1.5999 -1.0703 0.090
H 3.4833 3.2358 -1.4548 0.097
H 3.3795 5.5075 -0.4893 0.089
H 1.4590 6.2178 0.8948 0.102
```

Properties
Gap between HOMO and LUMO = 6.862 eV
Total charge = -2


Question: What is the gap between HOMO and LUMO in the first record?
Answer: 10.445 eV